Computed, not measured: a molecular structure, C18H43BCl2F4InP2 at a distorted geometry, with ωB97M-V with the def2-TZVPD basis set.

Structure (XYZ):
```
71
Properties=species:S:1:pos:R:3:lowdin_charge:R:1
In 0.288 0.203 0.154 -0.039
Cl -0.326 -2.051 -0.770 0.032
P 1.266 0.067 -2.425 0.958
C 0.076 -0.246 -3.825 -0.532
C 2.093 1.690 -2.777 -0.551
C 2.525 -1.301 -2.510 -0.541
C -1.324 0.287 -3.506 -0.145
H 0.028 -1.350 -3.846 0.102
C 0.561 0.262 -5.185 -0.126
H 0.502 1.355 -5.240 0.071
H -0.104 -0.142 -5.961 0.077
H 1.581 -0.049 -5.435 0.050
H -1.761 -0.239 -2.654 0.038
H -1.967 0.133 -4.382 0.073
H -1.309 1.360 -3.282 0.057
H 1.890 -2.185 -2.324 0.063
C 3.548 -1.206 -1.374 -0.118
C 3.187 -1.433 -3.881 -0.128
H 2.479 -1.735 -4.660 0.058
H 3.970 -2.204 -3.827 0.077
H 3.668 -0.493 -4.185 0.073
H 3.295 -0.460 -0.612 0.039
H 4.553 -0.974 -1.750 0.082
H 3.589 -2.152 -0.823 0.082
C 1.084 2.842 -2.670 -0.124
H 2.446 1.609 -3.818 0.089
C 3.294 1.945 -1.865 -0.124
H 0.300 2.792 -3.436 0.054
H 1.629 3.790 -2.796 0.078
H 0.610 2.866 -1.678 0.036
H 2.997 1.931 -0.805 0.019
H 3.683 2.953 -2.071 0.079
H 4.101 1.220 -2.017 0.062
Cl 1.232 2.249 1.106 0.035
H -1.005 1.073 -0.667 -0.063
P -1.438 -0.584 2.245 1.024
C -1.451 -2.363 2.804 -0.530
C -1.193 0.477 3.749 -0.546
C -3.185 -0.307 1.663 -0.530
C -0.116 -3.046 2.508 -0.138
H -2.217 -2.812 2.146 0.107
C -1.847 -2.582 4.265 -0.127
H -1.069 -2.206 4.940 0.074
H -1.935 -3.665 4.436 0.078
H -2.804 -2.123 4.535 0.052
H 0.105 -3.000 1.435 -0.014
H -0.184 -4.103 2.804 0.079
H 0.722 -2.584 3.048 0.069
H -3.254 -1.051 0.849 0.102
C -3.420 1.089 1.062 -0.147
C -4.221 -0.640 2.739 -0.126
H -4.244 -1.707 2.983 0.061
H -5.219 -0.363 2.375 0.075
H -4.042 -0.073 3.663 0.072
H -2.496 1.623 0.824 0.018
H -4.015 1.719 1.734 0.065
H -3.978 0.990 0.121 0.078
C 0.263 0.402 4.221 -0.119
H -1.836 0.032 4.527 0.088
C -1.601 1.934 3.535 -0.122
H 0.580 -0.611 4.497 0.063
H 0.396 1.056 5.097 0.082
H 0.951 0.764 3.441 0.037
H -1.044 2.384 2.702 0.036
H -1.347 2.510 4.437 0.080
H -2.675 2.047 3.350 0.053
F 1.877 -0.759 1.346 -0.141
B 3.208 -1.140 2.117 -1.144
F 2.813 -1.239 3.447 0.126
F 3.573 -2.362 1.570 0.132
F 4.098 -0.112 1.864 0.140
```

The net charge is -1. Its highest occupied orbital energy is -4.858 eV. As for the electronic energy: -2929.58359 a.u.